{
  "formula": "C2H6N4O",
  "method": "ωB97M-V/def2-TZVPD",
  "elements": ["H", "N", "C", "N", "C", "O", "N", "N", "H", "H", "H", "H", "H"],
  "coordinates": [[2.4032, -1.9064, -0.2236], [1.4365, -1.7532, -0.1138], [1.1696, -0.5190, -0.0281], [2.0907, 0.5084, 0.0578], [-0.2953, 0.0056, -0.0805], [-0.3949, 1.3584, -0.2034], [-1.1836, -0.9144, 0.0551], [-2.5591, -0.7100, 0.0700], [2.0527, 1.3784, 0.4894], [3.0393, 0.1978, 0.0638], [-1.2510, 1.5841, 0.0397], [-3.1288, -1.5994, 0.0609], [-2.9943, -0.1386, -0.6577]],
  "lowdin_charge": [0.0225, 0.1280, -0.4184, 0.1220, -0.3304, 0.0897, 0.0124, -0.0217, 0.0683, 0.0866, 0.0631, 0.1017, 0.0762],
  "smiles": "[H]/N=C(N)/C(O)=N/N",
  "lumo_energy_ev": 0.65,
  "e_homo_ev": -8.56,
  "largest_force_ha_per_bohr": 0.05700,
  "gap_ha": 0.33850,
  "de_lowest_kcal_mol": 61.02
}

{
  "formula": "C4H8FN",
  "method": "ωB97M-V/def2-TZVPD",
  "elements": ["C", "C", "C", "C", "N", "F", "H", "H", "H", "H", "H", "H", "H", "H"],
  "coordinates": [[-0.7585, -1.3644, -0.0797], [0.5420, -0.9487, 0.4866], [-0.9559, 0.1183, -0.3808], [0.9225, 1.5308, 0.0388], [0.1633, 0.4743, 0.4582], [-2.2410, 0.6270, 0.1075], [-0.9090, -2.1493, -0.8234], [-1.4387, -1.8145, 0.6512], [0.7234, -1.4082, 1.4753], [1.3608, -0.9674, -0.2310], [-0.9984, 0.5495, -1.3551], [0.3918, 2.4139, -0.1893], [1.6687, 1.7448, 0.7499], [1.5289, 1.1939, -0.9082]],
  "lowdin_charge": [-0.0994, -0.1575, -0.2721, -0.1158, -0.1582, -0.0768, 0.1116, 0.1184, 0.1237, 0.1142, 0.1416, 0.0813, 0.0702, 0.1186],
  "lumo_energy_ev": 1.09,
  "e_homo_ev": -9.07,
  "largest_force_ha_per_bohr": 0.09601,
  "gap_ha": 0.37309,
  "de_lowest_kcal_mol": 35.14
}

{
  "formula": "C7H12CoO3",
  "method": "ωB97M-V/def2-TZVPD",
  "elements": ["C", "C", "H", "H", "H", "H", "H", "O", "C", "O", "O", "C", "C", "C", "C", "Co", "H", "H", "H", "H", "H", "H", "H"],
  "coordinates": [[3.7431, 3.2290, -0.3258], [4.5322, 4.1343, -0.9694], [2.5438, 3.3303, -0.1967], [4.1868, 2.4053, 0.2378], [5.6074, 3.9677, -1.0644], [4.0965, 5.0109, -1.4535], [3.9780, 2.9742, -1.5725], [0.4582, -3.5834, 0.3502], [0.6825, -2.5293, -0.3048], [1.3843, -2.5473, -1.3520], [0.2119, -1.3927, 0.1916], [0.5358, -0.1741, -0.4829], [-0.1950, 0.9536, 0.2269], [-0.0418, 2.2694, -0.4571], [0.3821, 3.4111, 0.1306], [1.4944, -4.4158, -1.0671], [0.2214, -0.2451, -1.5329], [1.6234, -0.0247, -0.4547], [0.1088, 1.0208, 1.2807], [-1.2773, 0.7276, 0.2100], [-0.2262, 2.2802, -1.5376], [0.2620, 4.3621, -0.3944], [0.3821, 3.4976, 1.2215]],
  "mulliken_spin": [-0.0002, 0.0000, -0.0001, 0.0000, 0.0000, 0.0000, 0.0000, 0.3050, -0.0166, 0.1739, 0.0095, 0.0171, -0.0011, 0.0008, 0.0014, 4.5150, -0.0006, -0.0039, -0.0001, -0.0001, 0.0000, 0.0000, 0.0001],
  "lumo_energy_ev": [-7.78, -11.69],
  "s2": 8.759,
  "e_homo_ev": [-15.31, -16.18],
  "total_charge": 2,
  "largest_force_ha_per_bohr": 0.12423,
  "gap_ha": [0.27674, 0.16503],
  "multiplicity": 6,
  "de_lowest_kcal_mol": 29.64
}

{
  "formula": "C6H11BrN6",
  "method": "ωB97M-V/def2-TZVPD",
  "elements": ["Br", "C", "N", "N", "C", "C", "C", "C", "N", "N", "C", "N", "N", "H", "H", "H", "H", "H", "H", "H", "H", "H", "H", "H"],
  "coordinates": [[-5.6294, -0.2003, 0.3378], [-4.2861, 0.5153, -0.7401], [-3.2306, 0.9690, -0.2348], [-2.2298, 1.1574, 0.3967], [-0.9835, 0.5454, 0.4111], [0.2677, 1.4387, -0.0844], [1.4692, 1.4977, 0.9749], [2.4314, 0.3266, 0.5278], [2.1631, -0.8591, 0.7288], [1.6456, -1.8740, 0.8496], [0.6334, -2.5521, -0.0081], [-0.0612, -1.5845, -0.8029], [-1.0537, -0.7126, -0.3150], [-4.6464, 0.8906, -1.7476], [-0.8568, 0.2294, 1.4961], [-0.3085, 2.3092, -0.0835], [0.3766, 1.1248, -1.1115], [2.0577, 2.3679, 0.7818], [1.0539, 1.5056, 1.9848], [3.3046, 0.7234, -0.0876], [1.1437, -3.3769, -0.5826], [-0.0045, -3.0197, 0.7519], [0.1540, -1.5889, -1.7574], [-1.7559, -1.2468, 0.0553]],
  "lowdin_charge": [0.9026, -0.4900, 0.0535, 0.2082, -0.3026, -0.0437, -0.0384, 0.0255, 0.0992, 0.2017, -0.0860, -0.0279, -0.0045, 0.1399, 0.1877, 0.0888, 0.1212, 0.1079, 0.1308, 0.1954, 0.1775, 0.1406, 0.1214, 0.0912],
  "smiles": "BrC=[N+]=N[C@@H]1CCC=[N+]=NCNN1",
  "lumo_energy_ev": -9.16,
  "e_homo_ev": -16.87,
  "total_charge": 2,
  "largest_force_ha_per_bohr": 0.10568,
  "gap_ha": 0.28347,
  "de_lowest_kcal_mol": 4.66
}

{
  "formula": "C3H5NOS2",
  "method": "ωB97M-V/def2-TZVPD",
  "elements": ["C", "N", "S", "C", "O", "C", "S", "H", "H", "H", "H", "H"],
  "coordinates": [[2.6481, 0.5025, -0.5438], [2.1694, -0.6850, -0.4695], [0.7190, -1.1595, 0.2081], [-0.3315, 0.3170, 0.3600], [-0.1075, 1.4762, 0.2089], [-1.7363, -0.2197, 0.7547], [-2.9262, -0.1889, -0.6324], [3.6546, 0.5707, -1.0056], [2.1921, 1.4389, -0.2042], [-2.2018, 0.4559, 1.4589], [-1.6912, -1.2630, 1.1234], [-2.3888, -1.2452, -1.2585]],
  "lowdin_charge": [-0.1061, -0.4003, 0.9506, -0.7459, 0.0409, -0.5688, 0.7119, 0.0762, 0.0660, 0.0638, 0.0540, -0.1423],
  "smiles": "C=NSC(=O)CS",
  "lumo_energy_ev": 0.37,
  "e_homo_ev": -9.15,
  "largest_force_ha_per_bohr": 0.04327,
  "gap_ha": 0.34962,
  "de_lowest_kcal_mol": 34.05
}

{
  "formula": "C6H16OP",
  "method": "ωB97M-V/def2-TZVPD",
  "elements": ["C", "C", "P", "C", "C", "C", "C", "O", "H", "H", "H", "H", "H", "H", "H", "H", "H", "H", "H", "H", "H", "H", "H", "H"],
  "coordinates": [[-3.0862, 1.4830, 1.9890], [-2.6838, 0.5799, 0.8700], [-1.5634, 1.0444, -0.6100], [0.0412, 0.4835, 0.2600], [0.3443, -1.1263, 0.1950], [1.5900, -1.3609, -0.8808], [3.0857, -1.0977, -0.1817], [4.0953, -1.3066, -1.2674], [-2.4508, 2.3564, 2.4391], [-4.1514, 1.2708, 2.4838], [-3.1017, -0.5366, 0.9329], [-1.2990, 2.3907, -0.0842], [-0.8115, 1.4599, -1.7956], [-1.8004, -0.2373, -1.2307], [-2.7417, 1.5767, -1.2669], [0.0066, 0.8288, 1.3854], [0.9440, 1.0257, -0.2815], [-0.5973, -1.7843, -0.0283], [0.8025, -1.4197, 1.2576], [1.5970, -2.4751, -1.2716], [1.5058, -0.6073, -1.7894], [3.2500, -1.9246, 0.6358], [3.1671, -0.0001, 0.2235], [3.8579, -0.6233, -1.9841]],
  "lowdin_charge": [-0.1632, -0.3679, 0.1860, -0.4333, -0.2653, -0.2115, -0.2450, -0.1895, 0.0284, 0.0210, 0.0572, -0.0504, -0.0936, -0.0658, -0.0747, 0.0697, 0.0639, 0.0867, 0.0946, 0.1055, 0.1106, 0.1207, 0.1170, 0.0992],
  "lumo_energy_ev": 3.39,
  "e_homo_ev": -3.42,
  "total_charge": -1,
  "largest_force_ha_per_bohr": 0.10351,
  "gap_ha": 0.25005
}